A single C22H28N4O2 molecule. Source: the OMol25 dataset; level of theory: the ωB97M-V functional and the def2-TZVPD basis.

The value obtained for the HOMO-LUMO gap is 8.5 eV. For the HOMO energy, the calculation gives -7.9767 eV. Its SMILES is COc1ccc(/C=C/CN2CCC(n3nccc3NC(=O)C3CC3)CC2)cc1. Its spin multiplicity is 1. As for the charge: 0. For the electronic energy, the calculation gives -33322.6002 eV.

Last column: Löwdin charge in e.
Element x y z (Å)
C -9.61254 -0.37787 1.90197  -0.0921
H -10.43088 0.20624 2.32012  0.0925
O -8.67680 0.55992 1.43047  -0.0840
C -7.53284 0.10312 0.84997  -0.2777
C -6.64000 1.08200 0.40652  0.0012
C -5.45363 0.73227 -0.19427  -0.0228
C -5.10679 -0.60987 -0.37813  -0.2327
C -6.00599 -1.57523 0.07103  -0.0365
C -7.20225 -1.23587 0.67520  -0.0215
H -7.86476 -2.02124 1.00444  0.1015
H -5.76555 -2.62163 -0.05628  0.1109
C -3.86340 -1.03639 -1.00031  -0.0628
C -2.92356 -0.25804 -1.53187  -0.0926
C -1.67183 -0.77312 -2.16600  -0.2089
N -0.50965 -0.05836 -1.66387  -0.1781
C 0.69380 -0.37214 -2.40485  -0.2017
C 1.83450 0.53814 -1.96184  -0.1153
H 2.73767 0.30917 -2.53164  0.1194
H 1.56100 1.57737 -2.14385  0.1222
C 2.08986 0.37179 -0.46164  -0.2772
N 3.11346 1.28657 -0.01685  -0.0748
C 4.41042 1.04806 0.31058  -0.2253
C 4.97964 2.26483 0.63005  -0.0048
C 3.94092 3.18558 0.45328  -0.1433
N 2.83291 2.59277 0.06212  0.0763
H 3.96333 4.24742 0.59508  0.0978
H 5.98625 2.43892 0.94171  0.0889
N 4.95473 -0.22820 0.29038  0.1617
C 6.21872 -0.55538 0.71115  -0.4406
O 7.00702 0.25208 1.14727  0.0910
C 6.52446 -2.00887 0.57871  -0.1993
C 7.40920 -2.62068 1.63754  -0.0985
C 7.95422 -2.38367 0.27530  -0.0990
H 8.12673 -3.22525 -0.37792  0.1010
H 8.64567 -1.56492 0.14935  0.1069
H 7.19398 -3.63055 1.95171  0.1009
H 7.73446 -1.96195 2.42787  0.1072
H 5.74098 -2.62723 0.15825  0.1311
H 4.36009 -0.96582 -0.05721  0.1274
C 0.78308 0.63282 0.28694  -0.1195
C -0.31028 -0.28522 -0.24552  -0.1903
H -0.04088 -1.34148 -0.04368  0.1297
H -1.25092 -0.07611 0.26822  0.1186
H 0.50317 1.67324 0.12825  0.1153
H 0.92180 0.46863 1.35665  0.1229
H 2.42081 -0.65447 -0.25467  0.1412
H 0.99056 -1.43172 -2.26756  0.1267
H 0.49708 -0.21506 -3.46834  0.1212
H -1.58506 -1.86475 -2.00980  0.1255
H -1.72281 -0.59079 -3.24596  0.1242
H -3.01129 0.81780 -1.53876  0.1100
H -3.71858 -2.11101 -1.02611  0.1107
H -4.78384 1.51110 -0.52276  0.1064
H -6.90762 2.11715 0.54983  0.1182
H -9.18597 -1.01345 2.68501  0.0953
H -9.99553 -1.00708 1.09177  0.0952

Atomic forces in eV per Å
-0.2 -0.2 0.1
0.0 -0.1 0.0
0.3 0.2 -0.1
0.1 0.0 -0.1
-0.2 0.0 0.1
-0.1 -0.2 0.0
-0.5 0.0 0.2
0.3 0.2 -0.2
-0.4 0.1 0.2
-0.1 0.0 0.0
0.0 -0.1 0.0
0.4 0.1 -0.3
-0.1 -0.4 0.0
0.0 0.0 -0.1
0.0 -0.1 0.0
0.1 0.2 -0.1
0.0 -0.3 0.0
0.0 0.0 0.0
0.0 0.0 0.0
-0.5 0.1 -0.3
0.7 -0.2 0.3
0.2 0.5 0.1
0.1 -0.2 0.0
0.0 -0.4 -0.1
-0.6 0.5 -0.1
0.0 0.2 0.0
0.2 0.0 0.1
-0.4 -0.2 -0.2
-0.1 -0.3 -0.1
0.1 0.1 0.1
0.0 0.0 0.0
0.0 0.0 0.1
0.1 0.0 0.0
-0.1 -0.1 0.0
0.0 0.1 0.0
-0.1 -0.1 -0.1
0.0 0.1 0.0
0.1 0.0 0.0
0.2 0.0 0.1
0.0 -0.3 0.0
0.1 0.2 0.2
-0.1 0.0 0.0
0.1 -0.1 0.0
0.0 0.0 0.0
0.0 0.0 0.0
0.0 0.1 0.0
-0.1 0.0 0.0
0.0 -0.1 0.0
0.0 0.1 0.0
0.1 -0.1 0.0
-0.1 0.2 0.0
0.1 -0.1 0.0
0.1 0.1 0.0
0.0 0.1 0.0
0.0 0.0 0.0
0.0 0.0 0.0